# 1
Molecular formula: C5H7F3N3
Method: DFT, ωB97M-V/def2-TZVPD

```
18
C5H7F3N3 (ωB97M-V/def2-TZVPD)
C -1.30750 2.06346 0.07227
C -0.00370 1.41873 0.09038
N 1.20047 1.94949 0.16446
C 2.16229 0.45414 0.04331
C 3.67562 0.29284 0.03914
F 4.02321 -0.17067 1.23137
F 4.01520 -0.58210 -0.93860
F 4.39522 1.34046 -0.16040
N 1.22193 -0.41172 -0.09769
C 1.47772 -1.84271 -0.33542
N -0.02764 0.04428 0.00228
H -1.21635 3.09192 -0.11378
H -1.89976 1.38632 -0.47594
H -1.70498 1.95187 1.03784
H 0.61391 -2.28696 0.17764
H 1.48527 -2.24291 -1.34749
H 2.45664 -2.03354 -0.04931
H -0.77255 -0.55382 -0.04291
```

As for the HOMO energy: -0.57746 Ha. For the total energy, the calculation gives -17911.4612 eV. The calculation puts the largest force on an atom at 0.1404 Eh/bohr. Its total charge is +1. The LUMO energy is -0.171 Eh. The SMILES is Cc1nc(C(F)(F)F)[n+](C)[nH]1. Its HOMO-LUMO gap is 11.06 eV.

Here are the Mulliken charges for atoms 1 to 5, given in e:
1. C -1.16
2. C 0.71
3. N -0.49
4. C 0.30
5. C 0.67


# 2
Molecular formula: C5H7F3NO
Method: DFT, ωB97M-V/def2-TZVPD

```
17
C5H7F3NO (ωB97M-V/def2-TZVPD)
C 0.11313 -0.85453 -0.32334
C 0.79994 0.40769 0.34316
C -1.24932 -1.10122 0.11208
C 0.52596 1.67670 -0.27390
C -2.12503 0.13847 -0.36308
N -1.78614 1.43495 0.09628
O -2.23495 2.21082 0.81688
F -1.82758 -2.09348 -0.56568
F 0.42120 1.71866 -1.58045
F -3.49941 -0.12130 -0.27084
H 0.04534 -0.84324 -1.42215
H 0.71043 -1.69887 -0.01178
H 0.53136 0.38748 1.36565
H 1.87026 0.26402 0.37749
H -1.21922 -1.33380 1.16538
H 0.62004 2.59046 0.15558
H -1.86351 0.17677 -1.49309
```

As for the HOMO energy (spin up / spin down): -0.53811 / -0.53806 Ha. For the total energy, the calculation gives -16975.7635 eV. The calculation puts the largest force on an atom at 0.1122 Eh/bohr. Its total charge is +1. The LUMO energy (spin up / spin down) is -0.235 / -0.235 Eh. Its HOMO-LUMO gap (spin up / spin down) is 8.26 / 8.26 eV.

Here are the Mulliken charges for atoms 1 to 5, given in e:
1. C -0.73
2. C -0.56
3. C 0.10
4. C 0.21
5. C 0.11


# 3
Molecular formula: C5H7F3NO
Method: DFT, ωB97M-V/def2-TZVPD

```
17
C5H7F3NO (ωB97M-V/def2-TZVPD)
C -0.13621 -0.65050 1.39882
C 1.45295 -0.70067 -0.12323
C 1.17968 1.52203 -0.43201
C 0.48261 0.19746 -0.66430
C -2.08777 -0.54134 -0.28201
N -0.66123 0.16972 0.34566
O 1.16379 -1.14351 0.98655
F -3.05708 -0.27437 0.48654
F -2.20326 -0.10548 -1.54950
F -1.89697 -1.86730 -0.35684
H -0.78286 -1.32597 1.80818
H 0.22239 0.10337 2.04560
H 2.37470 -0.99652 -0.63816
H 2.10490 1.37170 0.10016
H 1.39392 1.94142 -1.37578
H 0.35022 2.14951 -0.09782
H 0.10022 0.15044 -1.65185
```

As for the HOMO energy: -0.54988 Ha. For the total energy, the calculation gives -16978.6215 eV. The calculation puts the largest force on an atom at 0.0989 Eh/bohr. Its total charge is +1. The LUMO energy is -0.202 Eh. Its HOMO-LUMO gap is 9.46 eV.

Here are the Mulliken charges for atoms 1 to 5, given in e:
1. C -0.50
2. C -0.19
3. C -1.27
4. C 0.38
5. C 0.79


- Which of these has the highest largest force on an atom?
  C5H7F3N3


What did the third record say?
Molecular formula: C5H7F3NO
Method: DFT, ωB97M-V/def2-TZVPD

```
17
C5H7F3NO (ωB97M-V/def2-TZVPD)
C -0.13621 -0.65050 1.39882
C 1.45295 -0.70067 -0.12323
C 1.17968 1.52203 -0.43201
C 0.48261 0.19746 -0.66430
C -2.08777 -0.54134 -0.28201
N -0.66123 0.16972 0.34566
O 1.16379 -1.14351 0.98655
F -3.05708 -0.27437 0.48654
F -2.20326 -0.10548 -1.54950
F -1.89697 -1.86730 -0.35684
H -0.78286 -1.32597 1.80818
H 0.22239 0.10337 2.04560
H 2.37470 -0.99652 -0.63816
H 2.10490 1.37170 0.10016
H 1.39392 1.94142 -1.37578
H 0.35022 2.14951 -0.09782
H 0.10022 0.15044 -1.65185
```

As for the HOMO energy: -0.54988 Ha. For the total energy, the calculation gives -16978.6215 eV. The calculation puts the largest force on an atom at 0.0989 Eh/bohr. Its total charge is +1. The LUMO energy is -0.202 Eh. Its HOMO-LUMO gap is 9.46 eV.

Here are the Mulliken charges for atoms 1 to 5, given in e:
1. C -0.50
2. C -0.19
3. C -1.27
4. C 0.38
5. C 0.79


- Which formula does entry 3 have?
  C5H7F3NO


- Among the records above, which one has the lowest largest force on an atom?
  number 3